Entry 1:
The following is a quantum chemistry calculation of a molecular structure, C30H75BaN6O13 in a non-equilibrium geometry, from the Open Molecules 2025 dataset.

The HOMO energy comes out at -9.7 eV. The value obtained for the molecular weight is 865.3 g mol⁻¹. The strongest force on any atom is 2.23 eV/A. Its total charge is +1. The calculation puts the orbital gap at 5.6 eV.

Positions of all 125 atoms, in Å:
Ba (-2.02638, 0.50965, 3.29042)
N (-0.83090, 0.46387, -0.58359)
O (0.38887, 0.44177, -0.84579)
O (-1.17647, 0.44075, 0.64741)
O (-1.68254, 0.48685, -1.45662)
C (-1.97812, -3.25398, 3.55474)
O (-1.17389, -2.10746, 3.38556)
C (0.15849, -2.24918, 3.85957)
C (1.06392, -1.06102, 3.53747)
N (0.54987, 0.15671, 4.17940)
C (1.36823, 1.37966, 4.05312)
C (1.10826, 2.04070, 2.70099)
O (-0.22870, 2.54468, 2.73923)
C (-0.46726, 3.55710, 1.76977)
H (-2.89106, -3.12214, 2.97135)
H (-2.26145, -3.40861, 4.60198)
H (-1.57273, -4.21005, 3.21742)
H (0.61294, -3.12476, 3.38314)
H (0.20418, -2.47176, 4.93458)
H (1.09033, -0.88274, 2.46039)
H (2.05591, -1.30805, 3.92410)
H (0.49301, -0.05025, 5.17718)
H (2.45358, 1.27924, 4.15294)
H (1.06954, 2.05998, 4.85214)
H (1.27627, 1.36979, 1.85668)
H (1.82858, 2.85721, 2.59093)
H (0.10697, 4.45192, 2.02470)
H (-1.52816, 3.81152, 1.77818)
H (-0.21473, 3.26585, 0.74719)
C (-0.01085, -0.80150, -4.53498)
O (-1.34981, -1.09768, -4.16008)
C (-1.50114, -2.43229, -3.79438)
C (-2.55733, -2.60638, -2.72546)
N (-3.89095, -2.29849, -3.20994)
C (-4.96514, -2.72874, -2.29263)
C (-6.30627, -2.26213, -2.80711)
O (-6.39355, -0.85491, -2.86379)
C (-7.59301, -0.40069, -2.29239)
H (-0.01294, 0.20942, -4.92845)
H (0.23612, -1.47163, -5.36997)
H (0.69670, -0.98045, -3.72431)
H (-0.59211, -2.88111, -3.36304)
H (-1.67308, -3.10143, -4.65200)
H (-2.28308, -1.90465, -1.93088)
H (-2.52305, -3.62569, -2.30823)
H (-4.09660, -2.86108, -4.03157)
H (-4.83066, -2.38561, -1.26355)
H (-4.91539, -3.83089, -2.26557)
H (-7.03848, -2.63646, -2.07457)
H (-6.61306, -2.71796, -3.75263)
H (-7.66107, 0.68276, -2.36227)
H (-7.65139, -0.64758, -1.22610)
H (-8.47494, -0.79611, -2.80548)
C (-0.73957, 2.94815, -2.77000)
O (-2.09078, 3.06287, -3.10961)
C (-2.57571, 4.35650, -2.85193)
C (-4.09097, 4.45298, -2.92794)
N (-4.72480, 3.26012, -2.35589)
C (-6.17268, 3.39791, -2.32704)
C (-6.81482, 3.23711, -3.70595)
O (-6.48875, 1.95905, -4.23974)
C (-7.50472, 1.54526, -5.12995)
H (-0.60078, 3.01857, -1.67881)
H (-0.08071, 3.69421, -3.23193)
H (-0.42339, 1.94200, -3.03911)
H (-2.16329, 5.01267, -3.62965)
H (-2.19403, 4.75400, -1.90022)
H (-4.33012, 4.58106, -3.98540)
H (-4.45179, 5.37687, -2.45304)
H (-4.35890, 3.20578, -1.41148)
H (-6.43583, 4.42706, -2.01999)
H (-6.67784, 2.71211, -1.64779)
H (-6.49264, 4.04965, -4.36502)
H (-7.90514, 3.30396, -3.62891)
H (-8.47559, 1.38595, -4.64811)
H (-7.16270, 0.59056, -5.53029)
H (-7.62790, 2.23172, -5.97387)
C (3.59592, 0.45932, 0.77661)
O (4.24912, 1.63628, 1.15476)
C (5.07247, 1.45137, 2.30064)
C (5.54334, 2.84965, 2.70270)
N (6.50063, 2.72705, 3.79600)
C (7.15299, 3.98002, 4.12518)
C (8.01839, 3.87189, 5.37971)
O (7.25384, 3.63340, 6.53027)
C (7.88540, 4.14362, 7.67924)
H (4.23206, -0.43465, 0.70292)
H (3.09535, 0.58023, -0.18245)
H (2.84186, 0.14680, 1.51519)
H (5.89933, 0.78606, 2.05099)
H (4.51089, 1.02442, 3.14316)
H (4.70364, 3.49018, 3.00899)
H (6.02550, 3.31888, 1.84470)
H (6.01789, 2.38131, 4.61843)
H (6.46405, 4.81754, 4.31621)
H (7.79734, 4.28864, 3.30089)
H (8.52587, 4.84225, 5.45635)
H (8.80841, 3.13128, 5.21387)
H (7.38616, 3.80108, 8.58333)
H (7.87764, 5.23618, 7.67592)
H (8.91941, 3.79725, 7.76542)
C (-1.55940, -4.59792, 0.06282)
O (-0.32721, -4.29583, -0.53491)
C (0.26388, -3.05439, -0.19755)
C (1.48840, -2.81257, -1.06808)
N (2.60612, -3.60230, -0.54253)
C (3.75431, -3.52732, -1.42310)
C (4.84924, -4.54797, -1.12320)
O (4.46697, -5.81893, -1.57594)
C (5.49116, -6.77637, -1.35058)
H (-2.36795, -3.87599, -0.08421)
H (-1.39824, -4.76720, 1.13614)
H (-1.86743, -5.55201, -0.36240)
H (0.50728, -3.04809, 0.87302)
H (-0.43512, -2.23719, -0.42198)
H (1.72580, -1.74707, -1.09195)
H (1.24559, -3.09799, -2.10086)
H (2.25771, -4.55063, -0.44299)
H (4.21235, -2.53640, -1.33590)
H (3.46792, -3.62160, -2.48134)
H (5.05526, -4.53458, -0.04357)
H (5.76079, -4.22081, -1.64084)
H (5.13021, -7.72248, -1.74682)
H (5.67717, -6.84330, -0.27521)
H (6.40572, -6.51318, -1.89059)

Cartesian forces, eV/Å:
0.79 0.11 -1.98
0.59 -0.23 -1.53
-0.46 0.08 0.48
-0.68 0.06 2.13
0.14 -0.03 0.77
-1.09 -0.75 0.36
0.26 0.80 0.02
1.16 -0.67 -0.14
-0.70 -0.04 -0.09
-0.06 0.04 1.03
-0.09 0.40 -0.90
0.48 0.26 0.76
-0.33 -0.47 -0.01
-0.10 0.57 -0.41
0.05 0.20 0.02
0.11 0.21 0.04
0.64 0.37 -0.18
-0.09 0.01 -0.10
-0.40 0.21 0.07
0.16 -0.17 -0.02
0.11 -0.04 -0.27
0.06 -0.01 -0.05
-0.05 -0.67 0.07
-0.11 0.06 -0.09
-0.36 -0.05 -0.07
-0.17 0.15 -0.06
-0.03 -0.04 0.04
0.02 -0.06 0.14
0.10 -0.35 0.16
-0.86 -0.73 -0.83
0.37 0.21 0.27
0.28 -1.15 0.37
-0.38 0.22 -0.18
-0.67 -0.01 0.47
0.87 -0.10 -0.89
-0.67 -0.32 0.91
-0.02 -0.05 0.11
-0.24 0.36 0.04
0.20 0.18 0.30
0.36 0.09 0.00
0.01 0.29 0.16
0.22 0.46 0.08
-0.37 0.27 -0.25
-0.26 0.00 0.08
0.30 -0.09 -0.14
0.47 0.29 -0.29
0.24 0.34 -0.15
-0.51 -0.05 0.32
-0.06 -0.02 -0.08
0.35 0.06 -0.27
0.35 0.03 -0.20
-0.04 -0.21 0.04
-0.05 -0.21 0.02
0.30 -0.51 0.32
-0.30 0.27 0.18
0.39 0.52 -0.38
0.03 -0.65 -0.45
-0.02 0.54 -0.01
-0.37 0.78 -0.52
0.42 -0.56 0.23
-0.69 0.70 0.04
0.67 -0.63 -0.42
-0.04 0.15 0.00
-0.20 0.07 -0.19
0.03 0.12 -0.12
0.01 0.31 0.13
-0.02 -0.27 0.25
-0.31 -0.43 0.01
0.21 0.13 0.16
-0.15 -0.40 0.03
-0.24 -0.05 0.22
0.44 -0.21 0.14
0.07 -0.09 -0.21
-0.04 0.21 0.28
0.01 0.16 0.18
-0.12 -0.02 -0.03
-0.03 0.14 0.07
-0.38 -0.95 -0.05
-0.05 -0.30 0.31
-0.33 1.08 -0.40
0.46 -0.51 0.41
0.01 0.05 -0.12
0.10 0.03 0.78
0.38 0.62 -1.07
-0.29 -0.29 0.03
0.29 -0.01 0.43
0.44 0.34 -0.09
0.00 0.28 0.07
-0.05 0.22 0.01
0.18 0.04 0.14
-0.12 -0.25 -0.08
-0.22 -0.09 -0.30
0.04 0.00 0.00
0.10 0.03 0.07
-0.26 -0.09 -0.15
0.04 -0.10 -0.08
0.02 0.02 0.15
-0.11 -0.27 0.28
-0.33 -0.09 -0.18
0.05 0.08 -0.04
0.09 0.02 -0.16
0.47 -0.54 0.43
0.16 0.06 -0.56
-0.60 0.57 -0.60
0.04 -0.64 0.61
-0.28 0.33 0.04
0.48 -0.29 -0.25
-0.30 0.74 -0.13
0.05 -0.19 0.05
-0.48 0.19 -0.13
0.24 0.29 -0.12
-0.20 0.09 0.08
-0.11 0.04 -0.02
0.16 0.13 0.03
-0.17 -0.07 0.25
0.06 -0.01 0.22
-0.11 -0.01 0.01
0.34 -0.14 -0.22
-0.10 0.05 0.14
0.02 -0.15 -0.02
0.01 -0.19 0.02
0.05 -0.06 0.02
-0.01 -0.06 0.15
0.23 -0.20 -0.02
0.07 0.10 0.12

***

Entry 2:
The following is a quantum chemistry calculation of CH2Cl2N2O2 in the gas phase in a non-equilibrium geometry, from the Open Molecules 2025 dataset.

The HOMO energy comes out at -10.3 eV. Its SMILES is O=[N+]([O-])CN(Cl)Cl. The value obtained for the molecular weight is 144.9 g mol⁻¹. The strongest force on any atom is 4.21 eV/A. Its total charge is 0. The calculation puts the orbital gap at 10.0 eV.

Positions of all 9 atoms, in Å:
O (0.43502, -1.70799, 0.66998)
N (1.00403, -0.80567, 0.22923)
O (2.22169, -0.68492, 0.09499)
C (0.23205, 0.41526, -0.13345)
N (-1.09263, 0.26953, 0.33236)
Cl (-2.05673, -0.91518, -0.59307)
Cl (-1.89313, 1.69295, 0.29481)
H (0.77624, 1.18766, 0.40667)
H (0.37347, 0.54836, -1.30151)

Cartesian forces, eV/Å:
-1.69 -3.56 1.48
2.86 2.85 -0.96
-0.60 -0.16 -0.20
1.16 0.13 -2.87
-0.62 -2.18 0.16
0.71 0.48 0.19
-1.01 2.30 0.06
-0.46 0.30 -0.13
-0.34 -0.16 2.27

***

no.,calculated total energy (eV)
1,-68563.2000
2,-33183.8632